[1]
# CH22NO9

A cluster of 10 separate species, CH22NO9 in total in a non-equilibrium geometry (wB97M-V/def2-TZVPD, OMol25).

Kohn-Sham gap: 0.398 Ha
LUMO: -0.117 hartree
net charge: +1
multiplicity: 1

CARTESIAN COORDINATES (ANGSTROEM)
O  2.520007  -0.047912  2.489504
H  2.677068  -0.495961  0.760535
H  -2.273138  -1.231514  -2.435097
C  -1.545397  -0.521457  -2.929684
O  -2.804445  0.598042  0.171121
H  -1.650328  -1.463540  -0.047780
H  2.394938  2.734844  0.758693
H  -3.499014  0.518445  0.808006
H  0.922987  -3.040298  -0.629398
H  1.840819  0.632688  2.578944
H  1.412819  3.756558  1.437842
H  1.857886  -1.840343  -0.991239
H  2.349816  -0.431291  3.394290
O  -1.468913  -2.044245  -0.799410
H  -0.605789  -1.700008  1.702793
H  0.457083  1.781519  1.774781
H  -1.822842  -2.886165  -0.376514
O  1.517621  2.864499  1.050675
H  -2.467718  1.485105  0.158930
H  -1.894018  0.315820  -3.464410
O  0.186464  1.193583  2.573116
H  -1.230757  2.176626  -2.489193
O  2.673984  -0.392350  -0.188364
O  -1.542936  -1.973349  1.755318
O  -0.748140  1.787862  -1.759842
H  -0.252790  2.520663  -1.328826
H  0.063533  1.828701  3.292102
H  3.516829  -0.301972  -0.619415
N  -0.298013  -0.622131  -2.572809
O  1.232944  -2.470772  -1.350681
H  -0.004541  -1.485136  -1.960017
H  0.474230  -0.020522  -2.903098
H  -1.990249  -1.225996  2.139131

Atoms 1-2, force components in eV/Å:
O -0.04 -0.78 2.02
H 0.76 0.08 1.04

***

[2]
# CH23O11

A cluster of 11 separate species, CH23O11 in total in a non-equilibrium geometry (wB97M-V/def2-TZVPD, OMol25).

Kohn-Sham gap: 0.378 Ha
LUMO: 0.112 hartree
energy relative to the best compared isomer or geometry (same formula, charge and spin): 32.6 kcal/mol
net charge: -1
multiplicity: 1

CARTESIAN COORDINATES (ANGSTROEM)
H  -3.375157  -1.753205  0.014502
H  -2.265295  1.558418  1.687260
H  2.521491  -0.172641  -2.836781
H  -2.009897  2.050952  -0.111133
H  1.614717  0.356548  0.223455
O  0.551390  3.745907  -0.619550
O  1.618043  -0.616092  0.723111
O  1.718943  1.523026  -0.689812
O  -0.654952  2.311618  -2.573006
H  0.898905  -3.326939  0.913499
H  1.882499  -2.221332  -1.943959
H  0.582334  -2.013273  1.597495
O  1.797381  -0.324416  -2.269986
O  0.329425  -2.995967  1.625166
H  0.478702  -2.533184  -1.221031
H  0.950554  2.892739  -0.547375
H  -0.010464  3.686562  0.131962
H  0.041975  0.623116  2.326275
H  0.145985  1.584647  0.350605
H  -0.019492  2.679729  -1.973198
H  -2.137046  -2.091084  -0.873203
O  0.092645  -0.249342  2.818849
H  2.557173  1.542472  -0.267206
H  0.927210  -0.661205  2.560652
H  -2.086341  -2.356480  1.728806
C  -1.788468  1.404114  0.743962
H  2.125144  -1.178213  0.234980
O  1.397425  -2.890097  -1.280945
H  -1.740418  -0.970102  2.000728
O  -3.023865  -2.276479  -0.782131
O  -2.378098  -1.538566  1.524588
H  -0.135301  1.514906  -3.001274
H  -1.879470  0.362992  0.475710
H  1.727907  0.570687  -1.744827
O  -0.455587  1.760180  1.053809

Atoms 1-2, force components in eV/Å:
H 1.45 -1.15 -1.78
H -1.16 0.39 0.16

***

[3]
# CH28F3O17SZr

A structure of composition CH28F3O17SZr in a non-equilibrium geometry (wB97M-V/def2-TZVPD, OMol25).

Kohn-Sham gap (alpha / beta): 0.199 / 0.200 Ha
LUMO (alpha / beta): -0.335 / -0.335 hartree
net charge: +2
multiplicity: 2

CARTESIAN COORDINATES (ANGSTROEM)
H  0.733246  2.371236  -3.140948
O  3.923871  0.964329  2.077291
H  -1.730586  -3.342613  1.455999
F  1.053189  -1.160583  2.061158
H  -2.101101  -0.607212  3.174386
H  -0.786060  3.000793  0.386326
H  -2.476155  1.036688  0.382632
H  -2.963815  0.454422  -3.533913
H  3.388481  -0.314714  5.036748
S  -0.269362  -0.122227  0.003649
O  -0.068797  1.936363  -3.430483
H  -3.350454  -1.075554  0.097580
F  2.310671  -0.301901  0.422838
O  0.768507  -2.094622  -3.223448
H  1.516982  -2.320277  -2.671089
H  -1.560207  -2.528141  -1.872561
O  0.676162  2.731091  2.823179
O  -2.514378  -3.204780  1.987891
H  5.596959  0.238896  0.266657
O  2.842887  -0.598991  4.303434
O  2.096635  0.252815  -2.948591
H  2.805740  -0.078052  -3.499887
H  2.517040  0.894799  -2.376445
O  -0.379874  1.234230  0.561541
O  -4.108975  -1.658848  0.071944
O  -1.812759  -1.842955  -2.491410
Zr  -0.434443  -0.339573  -3.579635
H  5.052919  0.747438  -1.051415
O  -3.219257  1.165142  -0.206885
O  -1.229582  3.832314  0.553985
O  4.863031  0.136688  -0.339259
H  1.313763  2.337281  3.418678
H  -0.887513  4.425823  -0.114565
H  -0.579432  2.628997  -3.849689
H  -2.611653  0.617288  3.903645
H  -3.854445  -2.407377  0.611532
H  3.976174  0.419249  1.292198
H  0.503735  2.050869  2.172194
H  -2.702705  0.901656  -2.111344
F  1.352599  -2.222504  0.050594
H  0.840464  -2.681162  -3.976460
O  -1.436033  -0.907586  0.330497
H  -2.759837  -1.943356  -2.587265
H  -3.015033  -4.014954  1.891956
H  2.019687  -0.124343  4.418635
H  -3.844904  1.678749  0.303995
C  1.241207  -1.030125  0.710384
O  -1.884494  -0.004933  3.886120
O  -0.029559  -0.191939  -1.454245
O  -2.256161  0.645669  -2.918374
H  3.473627  0.416501  2.720250

Atoms 1-2, force components in eV/Å:
H 0.60 0.01 0.21
O 0.14 0.41 -0.06

***

[4]
# CH29O17

A cluster of 15 separate species, CH29O17 in total in a non-equilibrium geometry (wB97M-V/def2-TZVPD, OMol25).

Kohn-Sham gap: 0.334 Ha
LUMO: 0.077 hartree
energy relative to the best compared isomer or geometry (same formula, charge and spin): 28.1 kcal/mol
net charge: -1
multiplicity: 1

CARTESIAN COORDINATES (ANGSTROEM)
O  -0.811340  -0.830170  -0.346404
O  3.188660  0.632830  -0.794404
H  -4.277340  -0.286170  0.135596
H  0.543660  0.594830  -2.460404
H  0.253660  -0.474170  -3.399404
H  -0.807340  3.261830  -2.370404
H  1.059660  1.062830  2.232596
H  0.528660  -4.276170  -0.526404
H  -0.716340  1.883830  0.997596
H  -3.075340  -1.883170  -1.044404
H  0.537660  1.471830  3.512596
O  1.323660  1.570830  2.950596
H  0.832660  3.968830  -0.171404
O  0.790660  3.221830  0.473596
H  2.306660  0.861830  -1.045404
H  0.121660  2.323830  -3.196404
O  -3.566340  -2.650170  -1.027404
O  3.860660  2.197830  1.367596
O  2.973660  -1.019170  1.667596
H  -2.305340  -1.817170  2.242596
H  0.456660  -2.384170  1.707596
O  0.475660  0.928830  -0.918404
H  0.797660  2.436830  -0.030404
H  -1.704340  0.401830  -1.505404
H  0.105660  -2.800170  -0.979404
H  2.208660  -0.659170  1.278596
O  0.840660  -3.407170  -0.810404
O  0.438660  0.438830  -3.404404
O  -0.545340  3.049830  -3.265404
O  -1.897340  -2.400170  1.556596
O  -1.654340  1.987830  1.044596
H  -1.763340  -3.261170  1.933596
H  -1.764340  0.483830  -3.081404
H  1.725660  -2.395170  2.516596
O  0.952660  -2.892170  2.359596
H  -2.894340  -3.295170  -0.977404
H  3.288660  -0.076170  -1.407404
H  -1.161340  -1.325170  0.398596
H  3.438660  1.426830  0.990596
C  0.224660  0.056830  -0.121404
H  -3.791340  0.929830  0.772596
O  -3.765340  0.008830  0.868596
O  0.780660  0.044830  0.958596
O  -2.265340  0.636830  -2.273404
H  3.235660  -1.717170  1.081596
H  -1.934340  1.078830  1.205596
H  3.408660  2.885830  0.903596

Atoms 1-2, force components in eV/Å:
O 0.57 0.64 -2.16
O 0.69 0.08 -0.09

***

[5]
# CH2Br2O

A cluster of 2 separate species, CH2Br2O in total in a non-equilibrium geometry (wB97M-V/def2-TZVPD, OMol25).

structure (SMILES): O=CBr.Br
Kohn-Sham gap: 0.385 Ha
LUMO: 0.005 hartree
energy relative to the best compared isomer or geometry (same formula, charge and spin): 0.0 kcal/mol
multiplicity: 1

CARTESIAN COORDINATES (ANGSTROEM)
Br  -1.651389  0.224172  -0.446545
O  0.839570  -0.807752  -0.075564
Br  0.708096  2.411897  1.340530
C  -0.156768  -0.995510  -0.652157
H  -0.491369  -1.742686  -1.329833
H  0.751860  0.909879  1.163569

Atoms 1-2, force components in eV/Å:
Br -0.32 -0.01 -0.10
O 1.21 -0.43 0.32

***

[6]
# CH2Br2O3

A cluster of 2 separate species, CH2Br2O3 in total in a non-equilibrium geometry (wB97M-V/def2-TZVPD, OMol25).

structure (SMILES): O=C(O)O.BrBr
Kohn-Sham gap: 0.326 Ha
LUMO: -0.066 hartree
energy relative to the best compared isomer or geometry (same formula, charge and spin): 14.0 kcal/mol
multiplicity: 1

CARTESIAN COORDINATES (ANGSTROEM)
Br  3.633403  -1.524019  1.009538
C  -1.616994  0.336413  -0.297859
O  -2.180465  1.333683  -0.561144
H  0.324792  1.080994  0.142110
O  -0.318514  0.375346  0.137111
Br  3.397045  0.705497  0.634900
H  -1.218751  -1.433494  -0.615550
O  -2.020517  -0.874420  -0.449106

Atoms 1-2, force components in eV/Å:
Br -0.03 -0.09 0.01
C 3.11 2.98 -0.06

***

[7]
# CH2BrFO

A cluster of 2 separate species, CH2BrFO in total (wB97M-V/def2-TZVPD, OMol25).

structure (SMILES): O=CF.Br
Kohn-Sham gap: 0.435 Ha
LUMO: 0.031 hartree
energy relative to the best compared isomer or geometry (same formula, charge and spin): 0.0 kcal/mol
multiplicity: 1

CARTESIAN COORDINATES (ANGSTROEM)
H  1.853483  -0.768769  0.849152
C  -1.121316  0.249394  -0.113116
Br  2.669094  -0.526473  -0.269557
F  -1.265093  1.531240  -0.448027
H  -1.455878  -0.396061  -0.940037
O  -0.680288  -0.089331  0.921586

Atoms 1-2, force components in eV/Å:
H -0.25 -0.04 0.30
C -0.03 -0.32 -0.37

***

[8]
# CH2BrN2

A cluster of 2 separate species, CH2BrN2 in total in a non-equilibrium geometry (wB97M-V/def2-TZVPD, OMol25).

Kohn-Sham gap: 0.317 Ha
LUMO: -0.255 hartree
energy relative to the best compared isomer or geometry (same formula, charge and spin): 90.8 kcal/mol
net charge: +1
multiplicity: 1

CARTESIAN COORDINATES (ANGSTROEM)
N  1.342268  -0.947817  -0.624753
H  -0.833155  -1.382508  -0.369143
Br  3.038658  -1.061182  -0.115993
H  0.306087  1.301076  0.207123
C  0.073771  -0.804746  -0.401833
N  0.546306  0.341992  -0.917338

Atoms 1-2, force components in eV/Å:
N -1.47 0.66 0.72
H -0.36 -0.16 0.92